# 1
DFT (ωB97M-V with the def2-TZVPD basis set) results for 2 unconnected molecules or ions with the total composition C9H13N in a non-equilibrium geometry.

ORCA input file:
```
! RIJCOSX wB97M-V def2-TZVPD def2/J DEFGRID3
* xyz 0 1
H 2.06803 0.04856 2.03290
C 1.48105 0.50580 -0.64069
H -0.54879 2.17892 -0.37137
H -1.55871 -1.90825 0.42929
C -0.87233 0.07949 0.03912
C 0.73289 -0.20942 0.35387
H -1.23668 1.85339 1.21996
N -1.75480 -0.76131 -2.77530
C 1.04877 0.32243 1.75983
C 1.05370 -1.70790 0.26979
H 0.06893 0.39696 -2.22539
H 0.97347 1.40649 1.81002
H 2.13054 -1.85723 0.34219
H -2.72345 -0.55895 0.82882
H 2.13367 1.48111 -2.53120
H 0.70663 -2.12568 -0.67460
H -2.25242 1.70330 -0.20063
C -1.00554 -0.14929 -2.14763
C 1.59750 0.96716 -1.77154
H 0.57990 -2.24425 1.08966
C -1.73259 -0.84840 0.50863
H 0.35444 -0.11446 2.47672
C -1.24421 1.54154 0.17754
*
```

Calculated values
- Orbital gap: 8.99 eV
- SMILES string: C#CC(C)(C)C(=C)C.C#N

These are the Mulliken partial charges, in e, on atoms 1 to 4: H 0.47; C -1.01; H 0.34; H 0.29

# 2
DFT (ωB97M-V with the def2-TZVPD basis set) results for a gas-phase ion, C9H13N2O2 (charge +1) in a non-equilibrium geometry.

ORCA input file:
```
! RIJCOSX wB97M-V def2-TZVPD def2/J DEFGRID3
* xyz 1 1
H 1.21038 1.63316 2.15033
C -3.12196 -0.66286 -1.17327
H 1.28313 -1.86025 1.62460
O 1.98365 0.76357 -1.67447
C -2.42561 -0.34134 0.07505
H 1.59645 -1.19020 -1.15715
C 2.02532 -1.07315 1.36125
H -4.14768 -0.86664 -1.30440
H -2.71118 0.14178 1.88666
C -2.44651 -0.54433 -2.36920
O -0.20866 -0.15447 0.97620
N -1.05136 -0.33132 -2.47276
C -0.46351 -0.17427 -1.29215
H 2.53189 1.60117 1.11649
H -4.13024 -0.33039 1.20947
H 1.17016 2.28786 0.49401
C 1.32957 -0.16267 -0.89435
H 2.77474 -1.43692 0.57364
C 1.15127 0.07954 0.66567
C 1.53613 1.46407 1.12567
H 1.76939 1.69532 -1.41262
H -2.94990 -0.73539 -3.35181
H 2.50394 -0.51223 2.28148
H -0.45971 -0.50495 -3.27549
N -3.07062 -0.42230 1.22152
C -1.05147 -0.18075 -0.09336
*
```

Calculated values
- Orbital gap: 9.07 eV
- SMILES string: CC1(C)Oc2c([nH]ccc2=[NH2+])[C@H]1O

These are the Mulliken partial charges, in e, on atoms 1 to 4: H 0.42; C -0.60; H 0.33; O -0.53

In eV, the calculated total energy values for the records above are, in order, -11028.619, -16611.105.